#P
{
  "formula": "H15NO6",
  "method": "wB97M-V/def2-TZVPD",
  "smiles": "N.O.O.O.O.O.O",
  "gap_ev": 10.43,
  "total_charge": 0,
  "spin_multiplicity": 1,
  "symbols": ["N", "H", "H", "H", "O", "H", "H", "O", "H", "H", "O", "H", "H", "O", "H", "H", "O", "H", "H", "O", "H", "H"],
  "xyz": [[2.654, -1.381, 2.898], [2.541, -1.973, 3.716], [1.791, -0.870, 2.754], [3.439, -0.753, 3.098], [-0.874, -2.328, -1.561], [-1.249, -2.042, -0.704], [0.036, -2.615, -1.488], [0.481, 2.075, -2.340], [-0.342, 1.681, -2.682], [0.886, 2.315, -3.181], [0.921, 2.424, 4.043], [0.884, 1.522, 3.703], [0.980, 2.920, 3.215], [-2.244, -1.046, 0.358], [-1.711, -0.232, 0.248], [-3.085, -0.866, -0.075], [0.382, 0.444, 0.221], [0.949, 0.079, -0.484], [0.215, 1.230, -0.319], [-1.309, -0.204, -3.391], [-1.366, -0.693, -4.221], [-1.194, -0.979, -2.797]]
}

***

#Q
{
  "formula": "H15NO6",
  "method": "wB97M-V/def2-TZVPD",
  "smiles": "N.O.O.O.O.O.O",
  "gap_ev": 11.04,
  "total_charge": 0,
  "spin_multiplicity": 1,
  "symbols": ["N", "H", "H", "H", "O", "H", "H", "O", "H", "H", "O", "H", "H", "O", "H", "H", "O", "H", "H", "O", "H", "H"],
  "xyz": [[2.621, -1.008, 2.157], [3.289, -1.604, 2.649], [2.004, -0.842, 2.969], [3.043, -0.126, 1.909], [-1.936, -2.275, -1.061], [-1.213, -2.515, -0.481], [-2.690, -1.907, -0.596], [-0.554, 1.775, -2.851], [-0.530, 0.882, -3.224], [-1.272, 2.290, -3.259], [-0.342, 1.501, 2.547], [-0.230, 1.992, 1.714], [0.411, 0.911, 2.631], [-1.541, -1.004, 1.650], [-0.719, -0.940, 1.155], [-1.755, -0.097, 1.907], [0.509, 2.164, -0.119], [0.052, 1.799, -0.904], [0.755, 3.032, -0.460], [0.158, -0.994, -2.885], [0.561, -1.838, -3.100], [-0.620, -1.196, -2.348]]
}

***

#R
{
  "formula": "H15NO6",
  "method": "wB97M-V/def2-TZVPD",
  "smiles": "N.O.O.O.O.O.O",
  "gap_ev": 10.22,
  "total_charge": 0,
  "spin_multiplicity": 1,
  "symbols": ["N", "H", "H", "H", "O", "H", "H", "O", "H", "H", "O", "H", "H", "O", "H", "H", "O", "H", "H", "O", "H", "H"],
  "xyz": [[2.521, 0.143, 0.464], [2.742, -0.783, 0.140], [1.588, 0.197, 0.858], [2.548, 0.798, -0.304], [-0.456, -2.590, -1.131], [-0.854, -3.388, -1.487], [-0.965, -2.339, -0.342], [-1.051, 2.211, -1.891], [-0.622, 1.337, -2.026], [-1.916, 2.089, -2.296], [0.018, 0.401, 2.429], [-0.370, 1.247, 2.089], [0.070, 0.674, 3.365], [-1.003, -2.093, 1.642], [-0.472, -2.728, 2.130], [-0.568, -1.228, 1.754], [-0.984, 2.553, 0.988], [-1.465, 1.926, 0.428], [-0.441, 3.017, 0.339], [0.311, -0.204, -2.535], [1.273, -0.180, -2.497], [0.095, -1.059, -2.118]]
}

***

Which one sits at the top of the stability order? #R does.

***

#P
{
  "formula": "C20H23NO4",
  "method": "wB97M-V/def2-TZVPD",
  "smiles": "CCCOc1ccc([C@H]2CC(=O)Nc3cc(OC)c(OC)cc32)cc1",
  "gap_ev": 8.28,
  "total_charge": 0,
  "spin_multiplicity": 1,
  "symbols": ["C", "C", "C", "O", "C", "C", "C", "C", "C", "C", "C", "O", "N", "C", "C", "C", "O", "C", "C", "O", "C", "C", "C", "C", "C", "H", "H", "H", "H", "H", "H", "H", "H", "H", "H", "H", "H", "H", "H", "H", "H", "H", "H", "H", "H", "H", "H", "H"],
  "xyz": [[-4.644, -2.787, 1.491], [-4.700, -1.277, 1.681], [-5.248, -0.580, 0.432], [-4.433, -0.770, -0.705], [-3.267, -0.078, -0.828], [-2.820, 0.927, 0.021], [-1.620, 1.571, -0.231], [-0.836, 1.239, -1.325], [0.502, 1.892, -1.606], [0.597, 3.343, -1.129], [0.751, 3.498, 0.369], [0.322, 4.441, 1.000], [1.473, 2.517, 0.974], [1.999, 1.396, 0.337], [2.940, 0.607, 0.987], [3.488, -0.518, 0.385], [4.405, -1.324, 1.013], [4.813, -0.998, 2.318], [3.086, -0.847, -0.923], [3.508, -1.897, -1.685], [4.573, -2.724, -1.274], [2.137, -0.045, -1.550], [1.580, 1.066, -0.947], [-1.292, 0.233, -2.172], [-2.482, -0.416, -1.932], [-5.643, -3.191, 1.342], [-4.041, -3.030, 0.619], [-4.203, -3.266, 2.362], [-5.344, -1.026, 2.525], [-3.697, -0.902, 1.893], [-5.407, 0.489, 0.622], [-6.208, -1.026, 0.155], [-3.396, 1.231, 0.881], [-1.313, 2.353, 0.446], [0.657, 1.873, -2.689], [-0.275, 3.916, -1.448], [1.483, 3.805, -1.575], [1.666, 2.639, 1.960], [3.237, 0.887, 1.985], [5.303, -0.019, 2.357], [3.975, -1.016, 3.021], [5.531, -1.768, 2.596], [5.483, -2.150, -1.091], [4.321, -3.296, -0.379], [4.736, -3.407, -2.107], [1.841, -0.329, -2.548], [-0.706, -0.045, -3.035], [-2.837, -1.192, -2.593]]
}

***

#Q
{
  "formula": "C20H23NO4",
  "method": "wB97M-V/def2-TZVPD",
  "smiles": "CCOc1ccccc1NC(=O)COC(=O)[C@@H](CC)c1ccccc1",
  "gap_ev": 8.87,
  "total_charge": 0,
  "spin_multiplicity": 1,
  "symbols": ["C", "C", "O", "C", "C", "C", "C", "C", "C", "N", "C", "O", "C", "O", "C", "O", "C", "C", "C", "C", "C", "C", "C", "C", "C", "H", "H", "H", "H", "H", "H", "H", "H", "H", "H", "H", "H", "H", "H", "H", "H", "H", "H", "H", "H", "H", "H", "H"],
  "xyz": [[-2.247, -1.191, 3.535], [-0.873, -0.645, 3.160], [-0.350, -1.240, 1.988], [0.093, -2.541, 2.028], [0.303, -3.285, 3.177], [0.775, -4.587, 3.089], [1.037, -5.154, 1.858], [0.835, -4.423, 0.699], [0.367, -3.121, 0.774], [0.141, -2.317, -0.347], [0.273, -2.614, -1.657], [0.614, -3.677, -2.125], [-0.078, -1.432, -2.574], [-0.319, -0.234, -1.849], [0.583, 0.759, -1.952], [1.531, 0.729, -2.685], [0.215, 1.892, -1.016], [1.445, 2.292, -0.186], [1.942, 1.137, 0.676], [-0.307, 3.058, -1.826], [0.446, 3.596, -2.862], [-0.030, 4.675, -3.585], [-1.262, 5.230, -3.279], [-2.017, 4.697, -2.250], [-1.543, 3.615, -1.529], [-2.194, -2.255, 3.755], [-2.941, -1.046, 2.711], [-2.622, -0.667, 4.410], [-0.952, 0.417, 2.910], [-0.169, -0.748, 3.994], [0.110, -2.865, 4.151], [0.932, -5.151, 3.995], [1.399, -6.168, 1.792], [1.034, -4.851, -0.269], [-0.189, -1.387, -0.117], [0.746, -1.281, -3.280], [-0.985, -1.680, -3.134], [-0.576, 1.534, -0.350], [2.239, 2.610, -0.863], [1.174, 3.142, 0.444], [2.759, 1.468, 1.312], [2.307, 0.324, 0.052], [1.146, 0.752, 1.309], [1.400, 3.157, -3.112], [0.562, 5.083, -4.391], [-1.632, 6.073, -3.843], [-2.980, 5.122, -2.008], [-2.140, 3.201, -0.728]]
}

***

Which one sits at the top of the stability order? #Q does.

***

#P
{
  "formula": "C4H13N3O",
  "method": "wB97M-V/def2-TZVPD",
  "gap_ev": [9.53, 9.53],
  "total_charge": 2,
  "spin_multiplicity": 1,
  "symbols": ["C", "C", "C", "C", "N", "N", "N", "O", "H", "H", "H", "H", "H", "H", "H", "H", "H", "H", "H", "H", "H"],
  "xyz": [[-1.969, -0.505, 0.313], [2.974, -0.011, 0.384], [1.824, -0.986, -0.021], [0.079, 0.565, 0.013], [-3.025, -0.146, 0.982], [-1.922, -1.429, -0.613], [-0.303, 1.815, -0.773], [0.760, -0.337, -0.694], [3.364, 0.456, -0.574], [2.647, 0.940, 0.873], [3.626, -0.564, 0.974], [1.379, -1.500, 0.894], [2.231, -1.686, -0.749], [0.211, 0.794, 1.062], [-3.244, 0.669, 1.671], [-3.948, -0.765, 0.918], [-1.228, -1.517, -1.332], [-2.549, -2.238, -0.535], [-0.666, 1.505, -1.732], [-0.784, 2.551, -0.132], [0.542, 2.389, -0.930]]
}

***

#Q
{
  "formula": "C4H13N3O",
  "method": "wB97M-V/def2-TZVPD",
  "gap_ev": [9.29, 7.36],
  "total_charge": 2,
  "spin_multiplicity": 1,
  "symbols": ["C", "C", "C", "C", "N", "N", "N", "O", "H", "H", "H", "H", "H", "H", "H", "H", "H", "H", "H", "H", "H"],
  "xyz": [[-2.348, -0.311, 0.079], [2.773, 1.088, -0.321], [2.278, -1.298, 0.323], [0.563, 0.413, 0.376], [-2.810, -1.490, -0.286], [-2.962, 0.849, 0.130], [1.770, -0.034, -0.279], [-4.346, 0.926, -0.098], [2.942, 1.565, 0.587], [3.701, 0.691, -0.636], [2.654, 1.816, -1.139], [2.711, -1.039, 1.234], [1.463, -2.025, 0.206], [3.224, -1.528, -0.286], [-0.168, 1.028, -0.063], [0.611, 0.165, 1.418], [-2.392, -2.376, -0.014], [-3.810, -1.643, -0.523], [-2.524, 1.707, 0.540], [1.454, -0.314, -1.248], [-4.784, 1.812, 0.002]]
}

***

Which one sits at the top of the stability order? #P does.

***

#P
{
  "formula": "C4H13N5",
  "method": "wB97M-V/def2-TZVPD",
  "smiles": "NN=C(N)N.C/C=N\\C",
  "gap_ev": 8.66,
  "total_charge": 0,
  "spin_multiplicity": 1,
  "symbols": ["N", "N", "C", "N", "N", "H", "H", "H", "H", "H", "H", "C", "C", "N", "C", "H", "H", "H", "H", "H", "H", "H"],
  "xyz": [[-1.256, 2.000, -1.015], [-1.328, 0.606, -0.935], [-1.656, 0.040, 0.170], [-1.763, 0.634, 1.413], [-1.884, -1.333, 0.149], [-0.695, 2.412, -0.268], [-0.837, 2.222, -1.912], [-1.612, 0.011, 2.192], [-1.300, 1.528, 1.495], [-2.541, -1.656, 0.847], [-1.983, -1.680, -0.795], [1.713, -0.223, -1.484], [1.490, 0.628, -0.271], [1.384, 0.237, 0.935], [1.352, -1.168, 1.241], [0.768, -0.707, -1.741], [2.441, -1.008, -1.287], [2.039, 0.376, -2.331], [1.635, 1.700, -0.404], [0.515, -1.677, 0.747], [1.243, -1.272, 2.321], [2.275, -1.670, 0.933]]
}

***

#Q
{
  "formula": "C4H13N5",
  "method": "wB97M-V/def2-TZVPD",
  "smiles": "[H]/N=C(/C)NC.N=C(N)N",
  "gap_ev": 9.36,
  "total_charge": 0,
  "spin_multiplicity": 1,
  "symbols": ["H", "N", "C", "C", "N", "C", "H", "H", "H", "H", "H", "H", "H", "N", "C", "N", "N", "H", "H", "H", "H", "H"],
  "xyz": [[0.769, 0.681, 1.830], [0.957, -0.316, 1.913], [0.305, -0.953, 0.998], [0.496, -2.449, 0.932], [-0.872, -0.385, 0.389], [-1.683, -1.017, -0.627], [1.481, -2.726, 1.316], [-0.256, -2.928, 1.564], [0.388, -2.816, -0.090], [-1.110, 0.573, 0.616], [-2.621, -0.474, -0.770], [-1.903, -2.061, -0.395], [-1.133, -1.007, -1.573], [-0.314, 1.748, -1.912], [0.364, 1.765, -0.818], [0.254, 2.818, 0.041], [1.500, 1.006, -0.595], [0.070, 1.037, -2.537], [0.015, 2.561, 0.992], [-0.453, 3.471, -0.285], [2.142, 1.338, 0.115], [1.603, 0.135, -1.105]]
}

***

Which one sits at the top of the stability order? #Q does.